No. 1
The following is a DFT calculation (wB97M-V/def2-TZVPD) of a molecular structure, C5H8O2.

- DFT total energy: -9404.3389 eV
- Max |F|: 1.14 eV/Å
- Gap between HOMO and LUMO (alpha / beta): 0.3209 / 0.3042 Ha
- Highest occupied orbital energy (alpha / beta): -7.9 / -7.7 eV
- Energy relative to the best compared isomer or geometry (same formula, charge and spin): 5.493 eV

ORCA input file:
```
! wB97M-V def2-TZVPD RIJCOSX def2/J DEFGRID3
* xyz 0 1
O 1.953 -1.245 0.663
C 1.573 0.061 0.592
C 1.899 0.938 -0.351
C -1.681 0.936 -0.148
C -1.813 -0.403 0.543
C -1.235 -0.903 -0.733
O -1.214 0.315 -1.278
H 2.532 -1.435 -0.088
H 0.932 0.323 1.429
H 1.498 1.943 -0.306
H 2.531 0.677 -1.197
H -2.474 1.662 -0.325
H -1.211 -0.628 1.428
H -2.864 -0.648 0.728
H -0.426 -1.592 -0.958
*
```

Atom charges from the Löwdin analysis, given in e for atoms 1 to 6: -0.0123 -0.3071 0.0048 -0.1177 -0.1481 -0.1375

---

No. 2
The following is a DFT calculation (wB97M-V/def2-TZVPD) of a gas-phase ion, C5H13N2 (charge +1).

- DFT total energy: -8367.2030 eV
- Max |F|: 5.52 eV/Å
- Gap between HOMO and LUMO: 0.3618 Ha
- Highest occupied orbital energy: -12.7 eV
- SMILES: C[C@@H]1[C@@H]([NH3+])[C@@]1(C)N
- Energy relative to the best compared isomer or geometry (same formula, charge and spin): 3.607 eV

ORCA input file:
```
! wB97M-V def2-TZVPD RIJCOSX def2/J DEFGRID3
* xyz 1 1
C 2.299 0.189 -0.388
C 0.802 0.524 -0.491
C -0.038 0.777 0.715
N -0.961 1.818 0.432
C -0.564 -0.590 0.140
C -0.250 -1.983 0.614
N -1.636 -0.306 -0.681
H 2.452 -0.283 -1.394
H 2.403 -0.450 0.482
H 2.771 1.118 -0.186
H 0.353 0.944 -1.441
H 0.403 0.842 1.695
H -0.551 2.479 -0.241
H -1.429 2.295 1.202
H -1.600 1.025 -0.206
H 0.086 -2.721 -0.278
H -1.176 -2.427 0.991
H 0.467 -1.970 1.402
H -1.435 -0.239 -1.700
H -2.395 -1.044 -0.667
*
```

Atom charges from the Löwdin analysis, given in e for atoms 1 to 6: -0.0319 -0.1286 -0.2868 0.1297 -0.3472 -0.0224

---

No. 3
The following is a DFT calculation (wB97M-V/def2-TZVPD) of a molecular structure, C38H51F6IN4O11P3ReS3.

- ⟨S²⟩: 3.778
- DFT total energy: -155625.1294 eV
- Max |F|: 2.19 eV/Å
- Gap between HOMO and LUMO (alpha / beta): 0.2790 / 0.2385 Ha
- Highest occupied orbital energy (alpha / beta): -10.6 / -10.9 eV
- Energy relative to the best compared isomer or geometry (same formula, charge and spin): 1.398 eV

ORCA input file:
```
! wB97M-V def2-TZVPD RIJCOSX def2/J DEFGRID3
* xyz 1 4
Re -0.673 -0.273 -0.012
C -1.024 2.905 1.698
P -0.721 1.134 2.089
C 0.585 1.342 3.344
C -2.309 0.803 2.925
C -2.569 1.214 4.225
C -3.834 1.076 4.771
C -4.855 0.504 4.028
C -4.602 0.066 2.740
C -3.335 0.218 2.186
P -3.014 -0.347 0.495
C -3.782 -2.001 0.416
C -4.026 0.724 -0.581
H -1.292 3.441 2.608
H -1.818 3.013 0.966
H -0.122 3.333 1.274
H 0.221 1.988 4.142
H 1.432 1.832 2.866
H 0.876 0.379 3.746
H -1.783 1.655 4.818
H -4.025 1.427 5.773
H -5.845 0.397 4.447
H -5.398 -0.388 2.170
H -3.304 -2.654 1.148
H -3.659 -2.424 -0.579
H -4.845 -1.935 0.642
H -5.001 0.902 -0.129
H -4.157 0.244 -1.548
H -3.513 1.673 -0.728
C 4.715 -4.837 4.278
C 3.429 -4.295 3.744
C 2.577 -3.575 4.583
C 1.384 -3.061 4.108
C 1.028 -3.272 2.784
C 1.850 -3.986 1.932
C 3.052 -4.485 2.418
S -0.519 -2.533 2.289
O -0.604 -1.239 2.935
O -1.611 -3.418 2.599
N -0.575 -2.203 0.663
C -0.870 -3.213 -0.202
C -0.920 -4.578 0.065
C -1.253 -5.480 -0.948
C -1.509 -5.065 -2.232
C -1.491 -3.693 -2.548
C -1.766 -3.153 -3.820
C -1.791 -1.791 -3.992
C -1.530 -0.953 -2.901
N -1.229 -1.437 -1.716
C -1.194 -2.770 -1.518
H 5.356 -4.026 4.623
H 5.244 -5.404 3.517
H 4.524 -5.489 5.129
H 2.856 -3.424 5.615
H 0.713 -2.504 4.743
H 1.581 -4.139 0.901
H 3.698 -5.029 1.744
H -0.716 -4.947 1.056
H -1.278 -6.532 -0.710
H -1.711 -5.783 -3.009
H -1.958 -3.818 -4.648
H -2.000 -1.344 -4.952
H -1.559 0.126 -2.993
F 0.291 0.019 -4.802
C 1.571 -0.149 -4.500
F 2.202 1.004 -4.672
F 2.078 -1.033 -5.356
S 1.871 -0.808 -2.770
O 1.106 -0.005 -1.847
O 3.286 -0.719 -2.608
N 1.366 -2.298 -2.914
S 1.969 -3.126 -1.716
O 1.399 -4.425 -1.586
O 2.041 -2.318 -0.523
C 3.792 -3.449 -2.119
F 4.582 -2.676 -1.368
F 4.093 -3.266 -3.395
F 4.080 -4.714 -1.805
C -1.318 5.846 -1.880
C -2.399 4.778 -2.021
C -3.631 5.176 -1.203
C -2.760 4.569 -3.489
O -1.959 3.534 -1.449
P -0.585 2.777 -1.762
O -0.339 2.440 -3.172
O -0.826 1.569 -0.826
O 0.463 3.729 -1.022
C 1.887 3.860 -1.137
C 2.442 2.980 -2.247
C 2.204 5.337 -1.398
C 2.470 3.449 0.219
H -1.699 6.819 -2.175
H -0.476 5.592 -2.516
H -0.973 5.906 -0.850
H -3.897 6.207 -1.416
H -3.412 5.081 -0.142
H -4.478 4.539 -1.440
H -3.035 5.519 -3.941
H -3.598 3.881 -3.569
H -1.909 4.144 -4.015
H 2.147 3.366 -3.218
H 2.023 1.983 -2.151
H 3.526 2.935 -2.196
H 1.900 5.624 -2.401
H 3.274 5.494 -1.297
H 1.682 5.963 -0.678
H 2.164 2.432 0.449
H 2.111 4.120 0.995
H 3.554 3.500 0.200
N 3.376 0.193 -0.043
C 2.725 -0.400 0.953
O 1.523 -0.257 1.172
C 3.588 -1.097 1.967
I 4.500 0.415 3.164
H 2.811 0.552 -0.799
H 4.301 -0.109 -0.304
H 4.374 -1.677 1.496
H 2.990 -1.704 2.634
*
```

Atom charges from the Löwdin analysis, given in e for atoms 1 to 6: 1.4555 -0.1987 0.8962 -0.2041 -0.3618 -0.0583

---

No. 4
The following is a DFT calculation (wB97M-V/def2-TZVPD) of 2 unconnected molecules or ions with the total composition C4H10S.

- ⟨S²⟩: 0.753
- DFT total energy: -15134.9485 eV
- Max |F|: 2.07 eV/Å
- Gap between HOMO and LUMO (alpha / beta): 0.3309 / 0.1482 Ha
- Highest occupied orbital energy (alpha / beta): -12.6 / -12.6 eV
- Energy relative to the best compared isomer or geometry (same formula, charge and spin): 1.018 eV

ORCA input file:
```
! wB97M-V def2-TZVPD RIJCOSX def2/J DEFGRID3
* xyz 1 2
C 1.366 2.401 -1.195
C 2.343 3.284 -1.001
H 0.403 2.915 -1.219
H 1.613 1.416 -1.579
H 2.268 4.328 -0.722
H 3.329 3.075 -1.423
C 0.059 -2.013 0.197
S -1.228 -0.763 0.756
C -2.510 -1.839 1.314
H 0.592 -2.228 1.131
H -0.681 -2.731 -0.136
H 0.746 -1.649 -0.563
H -3.183 -1.278 1.963
H -1.968 -2.587 1.915
H -3.150 -2.330 0.562
*
```

Atom charges from the Löwdin analysis, given in e for atoms 1 to 6: -0.1025 -0.0779 0.0489 0.0369 0.0529 0.0532

---

No. 5
The following is a DFT calculation (wB97M-V/def2-TZVPD) of a molecular structure, H28KrO14.

- DFT total energy: -104050.3073 eV
- Max |F|: 1.41 eV/Å
- Gap between HOMO and LUMO: 0.3840 Ha
- Highest occupied orbital energy: -10.7 eV
- Energy relative to the best compared isomer or geometry (same formula, charge and spin): 0.867 eV

ORCA input file:
```
! wB97M-V def2-TZVPD RIJCOSX def2/J DEFGRID3
* xyz 0 1
Kr 0.440 0.253 -0.717
O -3.670 -1.157 -1.271
H -4.134 -1.946 -0.988
H -3.353 -0.762 -0.459
O -1.258 -0.588 2.931
H -1.678 -0.339 2.107
H -1.855 -0.271 3.609
O 0.385 3.569 -1.129
H 0.893 3.468 -0.323
H 0.714 4.378 -1.520
O -2.421 2.853 -1.266
H -3.047 3.574 -1.329
H -1.590 3.276 -1.047
O 1.499 -3.139 0.151
H 2.282 -2.661 0.426
H 1.775 -3.625 -0.627
O -0.760 -3.523 1.541
H -0.060 -3.000 1.150
H -1.381 -2.878 1.879
O 1.540 -0.906 2.959
H 0.600 -1.082 2.995
H 1.739 -0.489 3.797
O -0.668 3.013 -3.980
H -0.402 2.776 -3.092
H -0.926 2.183 -4.383
O 4.165 1.572 0.779
H 3.409 2.159 0.777
H 4.107 1.107 1.614
O 4.229 -1.057 -0.657
H 4.197 -1.030 -1.613
H 4.383 -0.149 -0.396
O -2.671 0.878 0.604
H -2.361 1.492 -0.061
H -2.750 1.405 1.399
O 0.851 -2.108 -3.526
H 0.743 -2.833 -4.142
H 0.211 -2.283 -2.836
O -1.222 -2.860 -1.429
H -1.156 -3.283 -0.573
H -1.933 -2.228 -1.331
O 0.151 2.354 3.163
H 0.718 2.443 3.929
H 0.265 1.446 2.883
*
```

Atom charges from the Löwdin analysis, given in e for atoms 1 to 6: 0.2604 -0.0416 0.0479 -0.0043 -0.0380 0.0125

---

No. 6
The following is a DFT calculation (wB97M-V/def2-TZVPD) of a single C24H29FN2O3 molecule.

- DFT total energy: -37197.4063 eV
- Max |F|: 0.55 eV/Å
- Gap between HOMO and LUMO: 0.3236 Ha
- Highest occupied orbital energy: -8.1 eV
- SMILES: COc1cccc2c1OCC(CN1CCN(Cc3ccccc3F)[C@H](CCO)C1)=C2
- Energy relative to the best compared isomer or geometry (same formula, charge and spin): 3.297 eV

ORCA input file:
```
! wB97M-V def2-TZVPD RIJCOSX def2/J DEFGRID3
* xyz 0 1
C 6.758 -0.221 -1.663
O 6.632 -1.277 -0.738
C 5.542 -1.372 0.074
C 5.522 -2.523 0.866
C 4.500 -2.772 1.759
C 3.474 -1.858 1.899
C 3.465 -0.705 1.125
C 4.486 -0.462 0.193
O 4.469 0.701 -0.548
C 3.184 1.214 -0.840
C 2.298 1.282 0.375
C 1.265 2.375 0.472
N -0.058 2.032 -0.029
C -0.103 1.702 -1.439
C -1.573 1.669 -1.875
N -2.376 0.732 -1.117
C -2.225 -0.659 -1.513
C -3.372 -1.469 -0.970
C -4.671 -0.978 -1.018
C -5.730 -1.707 -0.510
C -5.511 -2.952 0.057
C -4.229 -3.466 0.114
C -3.184 -2.719 -0.397
F -1.934 -3.235 -0.329
C -2.214 0.940 0.317
C -2.969 2.207 0.745
C -3.530 2.074 2.161
O -4.388 0.967 2.307
C -0.738 1.007 0.739
C 2.449 0.321 1.289
H 5.958 -0.241 -2.408
H 7.715 -0.389 -2.157
H 6.765 0.752 -1.169
H 6.341 -3.215 0.748
H 4.512 -3.674 2.351
H 2.673 -2.027 2.603
H 3.363 2.209 -1.256
H 2.712 0.593 -1.625
H 1.601 3.253 -0.089
H 1.139 2.662 1.520
H 0.367 0.725 -1.654
H 0.429 2.472 -2.002
H -1.998 2.664 -1.722
H -1.644 1.422 -2.936
H -1.274 -1.108 -1.190
H -2.256 -0.698 -2.607
H -4.828 -0.005 -1.457
H -6.732 -1.305 -0.556
H -6.336 -3.522 0.456
H -4.026 -4.431 0.551
H -2.682 0.088 0.823
H -2.306 3.070 0.697
H -3.797 2.363 0.049
H -2.725 1.913 2.881
H -4.055 3.002 2.434
H -5.057 1.004 1.614
H -0.270 0.016 0.605
H -0.681 1.265 1.798
H 1.853 0.293 2.190
*
```

Atom charges from the Löwdin analysis, given in e for atoms 1 to 6: -0.0753 -0.0686 -0.1939 -0.0053 -0.0850 -0.0441